ORCA calculation (ωB97M-V with the def2-TZVPD basis set) on an isolated molecule of C26H30N4O2 at a distorted geometry.

```
62
Properties=species:S:1:pos:R:3:mulliken_charge:R:1
C 0.071 -3.389 1.617 -1.623
C 0.234 -2.409 0.496 1.307
N 1.396 -1.810 0.445 -0.429
C 1.621 -0.936 -0.530 -0.017
C 2.719 -0.126 -0.848 0.003
C 3.960 -0.040 -0.096 0.831
C 5.153 0.382 -0.681 -0.473
C 6.314 0.465 0.066 -0.731
C 6.310 0.125 1.408 -0.447
C 5.135 -0.316 1.995 -0.871
C 3.973 -0.400 1.253 -0.347
C 2.306 0.567 -2.003 0.667
C 3.011 1.626 -2.774 -1.898
N 1.081 0.211 -2.385 -1.681
N 0.666 -0.695 -1.509 1.121
C -0.530 -1.331 -1.513 0.536
C -1.408 -1.071 -2.691 -1.769
C -0.792 -2.190 -0.468 0.693
C -2.122 -2.878 -0.326 -1.637
C -3.032 -2.131 0.664 -0.302
C -3.674 -0.917 0.011 0.361
O -4.150 -0.958 -1.109 -0.727
N -3.709 0.189 0.776 -0.116
C -4.251 1.449 0.309 0.145
C -5.384 1.902 1.227 -1.573
C -3.155 2.519 0.218 -1.092
C -1.925 2.046 -0.583 -0.297
C -0.769 1.718 0.299 0.358
C 0.468 2.281 0.388 -0.850
C 1.142 1.615 1.443 -0.497
C 0.265 0.697 1.921 -0.751
O -0.897 0.747 1.237 -0.051
H -0.076 -4.394 1.223 0.411
H 0.976 -3.379 2.218 0.375
H -0.782 -3.144 2.245 0.321
H 5.185 0.624 -1.731 0.440
H 7.229 0.794 -0.405 0.385
H 7.218 0.195 1.990 0.383
H 5.126 -0.595 3.039 0.387
H 3.060 -0.752 1.706 0.487
H 2.281 2.176 -3.362 0.405
H 3.737 1.187 -3.458 0.344
H 3.530 2.306 -2.101 0.473
H -2.453 -0.971 -2.412 0.491
H -1.064 -0.168 -3.189 0.325
H -1.324 -1.901 -3.393 0.365
H -2.634 -2.925 -1.287 0.600
H -1.969 -3.898 0.027 0.486
H -2.475 -1.830 1.551 0.282
H -3.845 -2.794 0.968 0.333
H -3.216 0.207 1.655 0.341
H -4.646 1.245 -0.692 0.349
H -5.824 2.823 0.854 0.402
H -6.159 1.140 1.271 0.402
H -5.011 2.078 2.234 0.356
H -3.587 3.401 -0.255 0.428
H -2.846 2.804 1.227 0.423
H -2.200 1.172 -1.176 -0.224
H -1.594 2.824 -1.270 0.641
H 0.857 3.066 -0.226 0.592
H 2.139 1.796 1.786 0.599
H 0.340 -0.030 2.705 0.554
```

Its SMILES is Cc1nc2c(-c3ccccc3)c(C)nn2c(C)c1CCC(=O)N[C@@H](C)CCc1ccco1. Its largest force on an atom is 1.1 eV/A. The calculation puts the electronic energy at -37505.452 eV. As for the frontier orbital gap: 8.13 eV. The value obtained for the relative energy (zero: lowest compared OMol25 entry of this formula, charge and spin) is 0.723 eV. For the LUMO energy, the calculation gives 0.66 eV.



ORCA calculation (ωB97M-V with the def2-TZVPD basis set) on an isolated molecule of C4H6N2O3S at a distorted geometry.

```
16
Properties=species:S:1:pos:R:3:mulliken_spin:R:1
C 0.609 0.993 1.756 0.462
C 1.223 -0.183 1.241 -0.099
C -0.706 1.356 1.406 -0.162
C 0.959 -0.834 0.069 0.252
N -1.599 0.420 1.159 0.857
N -0.889 -1.140 -2.097 0.005
O -0.132 1.177 -1.276 0.005
O 1.339 -0.353 -2.316 0.025
O -1.486 -0.617 0.475 0.617
S 0.239 -0.195 -1.396 0.016
H 1.098 1.599 2.448 0.020
H 1.861 -0.734 1.870 -0.001
H -1.185 2.370 1.693 -0.004
H 1.253 -1.805 -0.321 0.009
H -0.697 -1.051 -2.992 0.002
H -1.887 -1.003 -1.721 -0.003
```

Its largest force on an atom is 8.0 eV/A. As for the spin multiplicity: 3. The calculation puts the electronic energy at -24196.673 eV. As for the frontier orbital gap (spin up / spin down): 8.68 / 7.52 eV. The value obtained for the relative energy (zero: lowest compared OMol25 entry of this formula, charge and spin) is 3.285 eV. For the LUMO energy (spin up / spin down), the calculation gives 0.31 / -2.27 eV.



ORCA calculation (ωB97M-V with the def2-TZVPD basis set) on a structure of composition C21H31F5OP2Zn at a distorted geometry.

```
61
Properties=species:S:1:pos:R:3:mulliken_charge:R:1
P -2.176 0.552 -1.092 1.104
P -1.210 -2.589 0.547 1.722
C -2.249 -1.143 -1.793 -1.359
C -2.383 -2.345 -0.874 -1.423
H -1.420 -1.274 -2.503 0.456
H -3.163 -1.158 -2.405 0.701
H -3.385 -2.393 -0.415 0.379
H -2.326 -3.247 -1.507 0.509
C -0.843 -4.397 -0.189 -2.011
H -0.115 -4.946 0.411 0.304
H -0.454 -4.294 -1.210 0.560
H -1.768 -4.982 -0.239 0.520
C -2.129 -3.632 1.877 -1.603
H -2.813 -4.352 1.407 0.509
H -2.730 -3.032 2.576 0.323
H -1.399 -4.188 2.467 0.381
C -1.823 1.421 -2.654 -2.180
H -1.652 2.505 -2.503 0.615
H -2.711 1.345 -3.290 0.502
H -0.969 0.958 -3.170 0.524
C -3.975 0.781 -0.901 -1.496
H -4.409 0.090 -0.167 0.381
H -4.450 0.570 -1.870 0.456
H -4.217 1.812 -0.619 0.387
Zn 0.088 2.540 -1.499 0.079
C 0.587 -2.664 1.611 -1.102
C 0.650 -2.292 0.216 0.321
C 0.995 -0.923 -0.287 -1.944
C 0.110 0.261 0.216 0.976
C -1.358 0.059 0.688 -1.214
C -1.605 -1.100 1.592 0.160
C -0.695 -0.926 2.849 -1.293
C 0.654 -1.682 2.736 -0.496
C -0.130 4.325 -2.258 -1.114
H 0.873 -3.702 1.804 0.499
H 1.076 -3.039 -0.462 0.700
H 0.927 -0.947 -1.394 0.575
H 2.052 -0.672 -0.089 0.393
H 0.650 0.883 0.952 0.631
H 0.114 0.878 -0.742 -0.454
H -1.678 0.973 1.206 0.581
H -2.647 -1.112 1.907 1.048
H -1.231 -1.307 3.728 0.333
H -0.484 0.140 3.051 0.434
H 1.471 -0.946 2.571 0.066
H 0.885 -2.204 3.685 0.468
H 0.125 5.050 -1.461 0.235
H -1.145 4.551 -2.647 0.486
H 0.607 4.333 -3.077 0.258
F 7.122 3.586 0.878 -0.321
C 5.835 3.331 0.561 0.719
C 5.122 2.359 1.265 -0.335
F 5.734 1.661 2.251 -0.301
C 3.798 2.150 0.936 0.297
F 3.113 1.137 1.535 -0.195
C 3.067 2.960 0.018 0.350
O 1.769 2.911 -0.055 -0.713
C 3.869 3.864 -0.742 0.306
F 3.263 4.579 -1.726 -0.297
C 5.220 4.033 -0.483 -0.098
F 5.965 4.891 -1.220 -0.301
```

Its largest force on an atom is 4.8 eV/A. The calculation puts the electronic energy at -104900.416 eV. As for the frontier orbital gap (spin up / spin down): 6.38 / 6.00 eV. The value obtained for the relative energy (zero: lowest compared OMol25 entry of this formula, charge and spin) is 2.024 eV. For the LUMO energy (spin up / spin down), the calculation gives -0.74 / -0.43 eV.



ORCA calculation (ωB97M-V with the def2-TZVPD basis set) on an isolated molecule of C2H3NO at a distorted geometry.

```
7
Properties=species:S:1:pos:R:3:mulliken_charge:R:1
C -0.429 0.042 -0.072 -0.450
C 0.812 0.280 -0.470 -0.074
N 0.972 1.079 -1.585 -0.144
O 2.127 0.882 -2.306 -0.304
H -0.628 -0.743 0.628 0.267
H -1.339 0.622 -0.519 0.237
H 1.618 -0.230 -0.165 0.468
```

Its SMILES is C=CN=O. Its largest force on an atom is 7.7 eV/A. The calculation puts the electronic energy at -5655.879 eV. As for the frontier orbital gap (spin up / spin down): 8.37 / 8.37 eV. The value obtained for the relative energy (zero: lowest compared OMol25 entry of this formula, charge and spin) is 4.026 eV. For the LUMO energy (spin up / spin down), the calculation gives -1.46 / -1.46 eV.



ORCA calculation (ωB97M-V with the def2-TZVPD basis set) on the ion C4H12NS2 with charge +1 at a distorted geometry.

```
19
Properties=species:S:1:pos:R:3:mulliken_charge:R:1
C 3.148 -1.980 1.100 -0.797
S 2.164 -0.524 1.525 -0.014
S 0.241 -0.931 1.344 -0.104
C -0.274 -0.507 -0.374 -1.062
C -1.418 0.462 -0.362 0.366
C -1.800 1.102 -1.709 -1.512
N -1.198 1.588 0.619 -0.173
H 2.630 -2.785 1.569 0.295
H 4.059 -1.847 1.689 0.321
H 3.426 -2.203 0.077 0.302
H -0.451 -1.399 -0.962 0.458
H 0.649 -0.142 -0.842 0.434
H -2.307 -0.051 -0.047 0.210
H -2.780 1.537 -1.561 0.404
H -1.676 0.374 -2.515 0.385
H -0.964 1.735 -2.038 0.488
H -1.156 2.452 0.076 0.404
H -1.970 1.673 1.277 0.339
H -0.321 1.446 1.132 0.256
```

Its SMILES is CSSC[C@H](C)[NH3+]. Its largest force on an atom is 2.1 eV/A. Its total charge is +1. The calculation puts the electronic energy at -27496.535 eV. As for the frontier orbital gap: 9.27 eV. The value obtained for the relative energy (zero: lowest compared OMol25 entry of this formula, charge and spin) is 0.447 eV. For the LUMO energy, the calculation gives -3.34 eV.